Molecular formula: C10H16NO2P
Method: DFT, ωB97M-V with the def2-TZVPD basis set

CARTESIAN COORDINATES (ANGSTROEM)
C1 -0.02567 -2.03228 3.51095
C2 -0.00095 -2.69286 2.27314
C3 -0.62944 -0.79229 3.54296
C4 -0.53447 -2.12830 1.12843
C5 -1.30513 -0.29086 2.46315
C6 -1.23857 -0.91612 1.25292
C7 2.77507 1.56491 -0.99419
C8 0.44579 0.47351 -3.00852
C9 1.36877 0.94129 -0.69012
C10 0.34551 1.21650 -1.75226
N1 -0.37203 2.34539 -1.92211
O1 -2.71840 -1.30206 -0.97088
O2 -2.86438 0.98731 0.00653
P1 -1.82053 -0.08315 -0.34618
H1 0.56997 -2.53115 4.24903
H2 0.40644 -3.57930 2.12307
H3 -0.69660 -0.27120 4.46717
H4 -0.41428 -2.64489 0.30010
H5 -1.84518 0.58908 2.30781
H6 2.56260 2.36112 -1.71006
H7 3.33911 1.99192 -0.12049
H8 3.44564 0.69678 -1.40641
H9 -0.59646 0.59924 -3.42882
H10 1.26435 0.87573 -3.54635
H11 0.86390 -0.54033 -3.01578
H12 1.30011 -0.11952 -0.58194
H13 1.18520 1.24697 0.25058
H14 -3.41863 -1.45087 -0.35227
H15 -0.67393 2.93377 -1.20588
H16 -0.71780 2.55164 -2.82355

Values from the calculation:
- Relative energy (zero: lowest compared OMol25 entry of this formula, charge and spin): 30.8 kcal/mol
- Max |F|: 5.4 eV/A
- Net charge: 0